[1]
Entry from the Open Molecules 2025 dataset: a molecular structure, C10H9F2NS at a distorted geometry (the ωB97M-V functional and the def2-TZVPD basis).

Geometry as XYZ:
```
23
Properties=species:S:1:pos:R:3
S -3.396 -0.514 2.643
F 0.799 -2.338 1.175
F 1.153 -3.734 -0.630
N -2.595 -0.364 1.239
C 1.136 1.117 -1.751
C 0.731 0.908 0.559
C -1.021 0.486 -1.034
C -2.341 0.485 3.428
C -1.527 0.403 1.410
C 1.607 1.260 -0.461
C 0.232 -3.243 0.262
C -1.330 0.992 2.635
C -0.596 0.579 0.299
C -0.170 0.745 -2.093
H 1.810 1.414 -2.559
H 1.094 0.944 1.604
H -0.606 1.825 2.788
H -0.476 -2.732 -0.327
H -0.154 -4.085 0.929
H 2.581 1.788 -0.355
H -2.178 0.312 -1.278
H -0.410 0.774 -3.117
H -2.527 0.700 4.463
```

As for the energy relative to the best compared isomer or geometry (same formula, charge and spin): 0.0 kcal per mole. For the highest occupied orbital energy, the calculation gives -8.728 eV. Its total charge is 0.

Results of the Löwdin charge analysis, in e, for atoms 1 through 4:
1 S 1.007
2 F -0.033
3 F -0.005
4 N -0.267

[2]
Entry from the Open Molecules 2025 dataset: a molecular structure, C12H13ClGaO2 at a distorted geometry (the ωB97M-V functional and the def2-TZVPD basis).

Geometry as XYZ:
```
29
Properties=species:S:1:pos:R:3
Ga -0.847 -0.657 -0.265
Cl -2.229 0.829 -1.130
O -0.640 -1.059 2.276
O -0.714 1.169 2.536
C -0.385 -3.191 1.004
C 0.707 1.400 -2.004
C 0.177 -3.615 -1.169
C -1.572 -3.168 0.241
C 1.975 2.258 -0.278
C 0.695 -3.493 0.141
C 1.589 1.036 -0.947
C 1.310 3.340 -0.891
C -0.684 0.102 1.778
C -1.227 -3.415 -1.107
C -0.691 2.653 2.229
C 0.556 2.812 -1.982
H 0.202 0.682 -2.676
H 0.293 2.959 1.864
H 0.749 -3.855 -2.062
H 0.016 3.415 -2.709
H 1.422 4.410 -0.605
H -1.924 -3.475 -1.937
H 2.680 2.366 0.571
H -0.837 3.203 3.177
H -0.322 -3.085 2.076
H -2.569 -3.036 0.643
H 1.725 -3.643 0.453
H 2.031 0.042 -0.777
H -1.483 3.014 1.551
```

As for the energy relative to the best compared isomer or geometry (same formula, charge and spin): 66.4 kcal per mole. For the highest occupied orbital energy (alpha / beta), the calculation gives -3.785 / -3.783 eV. Its total charge is -1.

Results of the Löwdin charge analysis, in e, for atoms 1 through 4:
1 Ga 0.584
2 Cl 0.128
3 O -0.107
4 O -0.066

[3]
Entry from the Open Molecules 2025 dataset: a molecular structure, C24H44Cl2CsF3InK2MgN2O8 at a distorted geometry (the ωB97M-V functional and the def2-TZVPD basis).

Geometry as XYZ:
```
88
Properties=species:S:1:pos:R:3
Cs -4.142 6.490 -2.744
In -2.288 4.229 -1.265
K -4.443 3.252 2.755
K -6.449 2.315 -4.929
Cl 0.010 5.185 -3.500
Cl -2.730 7.456 -0.766
Mg 0.299 7.226 1.511
F -4.643 6.270 -0.715
F -4.677 4.323 0.851
F -3.041 6.085 1.064
O -4.669 -1.958 2.215
O 10.086 -7.374 -2.160
O -6.774 4.128 -1.640
O -4.379 0.174 2.887
O 5.581 -9.643 -0.369
O -4.056 -0.367 0.688
O 5.898 -5.398 0.915
O 2.663 -0.754 2.732
N -4.526 1.707 -5.775
N 0.673 -0.978 1.301
C 7.714 -6.951 0.321
C 7.273 -3.981 2.387
C -5.748 -2.922 4.145
C 0.754 7.871 -1.905
C -0.158 -2.248 1.271
C -5.005 -0.522 3.950
C -4.612 3.187 -5.626
C 6.317 -5.154 2.256
C -1.054 5.962 -2.165
C -3.881 0.975 -4.648
C -3.215 3.162 -3.046
C -3.846 5.273 0.077
C -4.700 -1.955 3.631
C -0.821 2.983 -0.074
C -0.141 6.745 -1.051
C -1.370 1.508 0.390
C 6.923 -5.701 -0.027
C -0.804 0.249 -0.500
C 3.159 -2.099 0.589
C 0.674 -0.304 -0.055
C -4.341 -0.689 1.829
C 2.141 -1.261 1.593
C -3.197 1.503 -3.269
C -3.978 3.914 -4.318
H 7.584 -4.838 -0.157
H -6.154 4.154 -0.934
H 2.576 -2.799 -0.165
H -2.558 1.456 0.497
H 0.548 6.004 -0.444
H 9.298 -7.800 -2.443
H -5.095 3.830 -6.476
H -1.823 6.684 -2.691
H -0.260 -2.674 0.162
H 0.959 -1.154 -0.843
H -3.707 -2.243 3.997
H -5.923 -2.792 5.217
H -1.266 -1.922 1.574
H 8.455 -7.161 -0.456
H 0.004 8.317 -2.719
H -0.861 7.336 -0.338
H 8.246 -6.846 1.270
H -0.967 1.332 1.500
H 1.110 8.734 -1.197
H 0.186 2.858 -0.668
H 6.427 -5.856 -0.991
H 6.819 -3.070 1.983
H 1.531 0.494 -0.126
H -4.584 -0.214 4.911
H 7.524 -3.810 3.439
H 6.746 -6.063 2.689
H -3.836 -0.212 -4.788
H -6.697 -2.797 3.611
H 0.213 -3.076 2.012
H -0.702 0.631 -1.626
H 8.206 -4.151 1.845
H 7.047 -7.814 0.414
H -4.065 5.099 -4.265
H 4.854 -9.019 -0.226
H 5.345 -10.407 0.180
H -1.625 -0.606 -0.449
H -0.574 3.591 0.914
H 5.413 -4.936 2.831
H -2.712 0.783 -2.463
H -6.075 -0.288 3.938
H 3.794 -1.362 -0.096
H 1.619 7.310 -2.468
H 3.931 -2.662 1.265
H -5.427 -3.954 3.969
```

For the highest occupied orbital energy, the calculation gives -8.426 eV. Its total charge is +1.

Results of the Löwdin charge analysis, in e, for atoms 1 through 4:
1 Cs 1.588
2 In 0.657
3 K 0.988
4 K 0.972

no.,molar mass (g/mol),calculated total energy (eV)
1,213.3,-28275.215
2,294.4,-81645.656
3,966.7,-121940.626